Entry w
A 2-piece molecular cluster, C2H6NO2 overall, computed with wB97M-V/def2-TZVPD.

Calculated values
HOMO energy (alpha / beta) (hartree): -0.503 / -0.555
Net charge: +1
Orbital gap (alpha / beta) (eV): 7.02 / 10.07

CARTESIAN COORDINATES (ANGSTROEM)
1 O -1.726 0.730 0.726
2 C -0.790 0.108 -0.013
3 H -0.492 -1.769 0.885
4 H 2.157 0.994 -1.031
5 N -0.889 -1.409 0.004
6 H -0.376 -1.811 -0.792
7 H 2.319 0.666 0.802
8 C 1.955 1.264 -0.012
9 H -1.880 -1.709 -0.064
10 O -1.761 0.726 -0.705
11 H 1.483 2.211 0.199

natural (NBO) atomic charge list, values in e, 2 entries:
1. O -0.221
2. C 0.520

---

Entry x
An isolated ion of composition C2H6NO2 and charge +1, computed with wB97M-V/def2-TZVPD.

Calculated values
HOMO energy (hartree): -0.593
Net charge: +1
SMILES string: [NH3+][C@@]1(O)CO1
Orbital gap (eV): 11.88

CARTESIAN COORDINATES (ANGSTROEM)
1 N 0.929 0.676 -0.483
2 H 1.829 0.428 -0.633
3 O -1.182 -0.504 -0.899
4 O 0.656 -1.670 0.104
5 C -0.060 -0.419 -0.126
6 H 0.223 -2.197 -0.547
7 H 0.954 1.359 0.355
8 C -1.433 -0.071 0.387
9 H -2.170 -0.645 1.117
10 H -1.688 1.021 0.403
11 H 0.379 1.053 -1.425

natural (NBO) atomic charge list, values in e, 2 entries:
1. N -0.725
2. H 0.450

---

The structure with the most favorable energy is entry x; the runner-up is 5.297 eV above it.